The following is a quantum chemistry calculation of a structure of composition C54H44BeN4PS3, from OMol25.

Geometry (Å):
Be 0.427 1.440 0.593
C 3.813 1.516 -5.246
C 4.625 0.737 -4.452
C 4.479 0.797 -3.048
C 3.536 1.579 -2.464
C 2.671 2.392 -3.265
C 2.883 2.403 -4.605
P 3.312 1.539 -0.698
C 4.938 1.733 0.013
C 5.227 1.240 1.308
C 6.461 1.394 1.884
C 7.523 2.045 1.205
C 7.244 2.553 -0.079
C 5.990 2.352 -0.706
C 2.480 3.119 -0.341
C 3.027 4.343 -0.624
C 2.519 5.527 -0.141
C 1.326 5.454 0.636
C 0.707 4.189 0.841
C 1.247 3.010 0.288
H 3.795 1.471 -6.316
H 5.371 0.038 -4.854
H 5.190 0.281 -2.440
H 1.893 3.027 -2.902
H 2.388 3.173 -5.216
H 4.389 0.750 1.818
H 6.723 0.899 2.831
H 8.524 2.147 1.595
H 8.090 3.029 -0.630
H 5.755 2.745 -1.717
H 4.027 4.377 -1.141
H 3.024 6.482 -0.322
H 0.886 6.385 0.975
H -0.183 4.082 1.398
N -1.118 1.713 0.193
S -2.493 1.282 0.206
N -2.910 -0.255 0.588
S -2.202 -1.663 0.364
N -0.641 -2.087 0.149
S 0.680 -1.459 0.971
N 0.874 -0.007 1.183
C 1.878 -2.218 -0.142
C 3.091 -2.964 0.225
C 3.860 -3.527 -0.819
C 3.526 -3.335 -2.167
C 2.482 -2.501 -2.479
C 1.630 -2.001 -1.468
C 0.934 -2.601 2.315
C 1.565 -2.091 3.430
C 1.725 -2.908 4.598
C 1.230 -4.174 4.583
C 0.647 -4.732 3.476
C 0.481 -3.923 2.343
C -2.946 -2.497 -1.017
C -2.158 -2.705 -2.152
C -2.811 -3.177 -3.291
C -4.086 -3.713 -3.219
C -4.835 -3.610 -2.049
C -4.292 -2.938 -0.949
C -2.786 -2.509 1.845
C -3.352 -3.807 1.870
C -3.942 -4.305 3.035
C -3.699 -3.633 4.298
C -2.888 -2.499 4.298
C -2.563 -1.839 3.092
C -3.348 1.646 -1.312
C -3.062 2.848 -1.994
C -3.663 3.121 -3.191
C -4.560 2.189 -3.760
C -4.893 1.030 -3.085
C -4.246 0.758 -1.910
C -3.658 2.123 1.320
C -4.327 1.533 2.366
C -5.073 2.259 3.267
C -5.300 3.626 2.971
C -4.568 4.234 1.997
C -3.689 3.517 1.167
H 3.379 -3.166 1.299
H 4.681 -4.195 -0.457
H 4.198 -3.794 -2.873
H 2.330 -2.272 -3.498
H 0.760 -1.411 -1.796
H 1.845 -1.029 3.470
H 2.198 -2.595 5.536
H 1.427 -4.816 5.433
H 0.220 -5.715 3.508
H -0.055 -4.334 1.472
H -1.091 -2.416 -2.193
H -2.358 -3.295 -4.258
H -4.566 -4.151 -4.056
H -5.793 -4.014 -2.017
H -4.817 -2.928 0.020
H -3.369 -4.304 0.929
H -4.516 -5.202 3.021
H -4.100 -3.972 5.247
H -2.615 -2.058 5.218
H -2.168 -0.805 3.010
H -2.316 3.513 -1.497
H -3.552 4.090 -3.637
H -5.004 2.414 -4.741
H -5.620 0.396 -3.505
H -4.523 -0.137 -1.349
H -4.098 0.472 2.530
H -5.481 1.778 4.172
H -6.078 4.134 3.533
H -4.570 5.318 1.779
H -3.152 4.044 0.376

Atomic forces in eV per Å
Be 0.3765 1.2005 -0.2978
C -0.8972 0.7963 1.0745
C 0.0033 -0.5166 0.3062
C 0.6328 -0.0854 -1.5267
C -1.2107 1.3459 -0.2050
C 1.1920 -0.9070 0.2212
C 0.6479 -0.2539 -1.8920
P -1.4636 -0.6087 0.7614
C 2.2932 0.5120 -0.0754
C -1.3533 0.1761 -0.8634
C 1.9979 -0.1887 0.3743
C -1.8254 0.0066 -1.1049
C 0.5410 -0.2709 -0.4493
C -0.1566 0.4068 0.8466
C -0.3489 -0.5796 -0.1432
C 2.6828 0.7707 -0.5353
C -1.4791 0.0465 0.7773
C 0.3356 -0.9384 -0.7716
C 1.5269 1.1038 -1.3776
C 0.0017 -0.7877 1.4595
H 0.3974 0.0353 -0.3680
H -0.3910 0.4583 -0.0203
H 0.2517 -0.4857 0.3488
H -0.0995 0.2559 0.7176
H -0.0910 -0.6627 0.1478
H 0.4879 0.0321 0.0565
H -0.4739 0.3954 -0.2698
H -0.0822 -0.0718 0.2757
H -0.9451 -0.3040 0.3747
H 0.5477 -0.3062 0.7483
H -1.0949 0.0057 0.3780
H -0.2810 -0.3852 0.0362
H -0.0416 -0.1510 0.3253
H -1.0391 0.3000 0.5950
N -0.1814 -0.1208 0.0832
S -1.2023 -0.1006 -0.0117
N 0.7561 -1.5696 -0.2548
S 0.8082 -0.0978 1.0343
N -1.9368 1.2654 0.4301
S 0.8564 0.5472 -1.1504
N -0.6192 -2.1106 0.5929
C 1.9203 -1.0569 0.2227
C -1.2898 0.3663 -0.1705
C -0.4718 -0.2033 1.9620
C 0.8725 0.0875 1.3716
C -0.2559 -0.2287 1.0211
C 0.1202 0.3476 -1.7194
C -0.4004 0.1595 1.5284
C 0.2745 0.3848 1.9042
C 0.1289 1.4833 -0.9296
C 0.7941 -1.2679 0.8397
C -0.7298 1.2045 -1.5323
C -0.6948 -0.7988 -0.7209
C -0.2664 -0.6410 -0.3009
C 0.0200 0.8728 -0.4961
C -0.0693 -0.9990 -0.0162
C -0.3431 0.9207 1.0995
C 1.9359 1.1228 0.3959
C 0.5373 -0.3560 0.3587
C -0.1083 -0.1204 2.3608
C 0.0722 1.3233 0.2332
C 1.2475 1.5833 1.4932
C 0.3583 -0.3870 -2.1291
C -0.6678 0.2682 -1.5966
C -0.0074 -0.4328 -1.5045
C -0.1557 -0.1585 -1.8959
C 1.3065 -0.2412 1.9135
C -1.0879 -0.5219 -0.4355
C 0.2304 0.9693 -0.2939
C 0.9227 1.2656 -0.5680
C -0.0184 -0.7325 2.1099
C 1.0453 1.3858 -0.4134
C 0.9556 -1.6544 0.6681
C -0.5831 0.7299 -0.2281
C -0.5860 -1.3204 1.3345
C 1.2536 1.1858 -1.7354
C -0.7244 -0.5161 0.2301
H -0.4966 0.3752 -1.4110
H -0.6068 0.7534 -0.8114
H -0.2240 0.0788 -0.5135
H -0.5003 0.3278 -0.9031
H 0.5503 -0.2021 0.3260
H 0.0250 -0.5395 -0.1684
H -0.0937 0.4139 -0.7077
H -0.2746 0.0866 0.1986
H 0.0610 -0.3471 -0.1410
H 0.3633 0.2659 0.4096
H -0.9319 -0.1937 0.1401
H 0.7203 0.2373 0.0130
H -0.0656 -0.3642 -0.7993
H -1.4998 -0.5892 0.2289
H 0.0797 0.4188 -0.7778
H -0.3420 -0.7580 -0.3195
H -0.2313 -0.5417 -0.0968
H 0.0266 -0.2836 -0.2780
H 0.1570 0.5646 0.8352
H -0.0439 -0.8540 0.5967
H -0.6774 -0.3569 -0.8166
H 0.3527 0.1451 -0.3492
H 0.1164 -0.0835 0.5932
H -0.6693 -0.9260 -0.2714
H 0.1512 0.1285 -0.2273
H -0.4766 0.3802 0.0376
H 0.0158 0.3466 -0.7640
H 0.4311 0.2679 0.0588
H -0.5223 -0.6734 0.4753
H -0.0529 -0.2597 0.4337

## Properties
DFT total energy	-3853.35038	hartree
total charge	+1
multiplicity	1